Molecular formula: C3H10NPS
Method: DFT, wB97M-V/def2-TZVPD

Each line ends with the natural charge from an NBO analysis.
CARTESIAN COORDINATES (ANGSTROEM)
1 H 1.632 1.470 1.680  -0.157
2 P 1.698 0.141 1.421  0.895
3 N 0.630 -0.199 0.387  -0.895
4 C -0.242 0.637 -0.348  -0.065
5 C -1.378 -0.368 -0.771  -0.585
6 C 0.399 1.411 -1.548  -0.605
7 H -0.716 1.295 0.434  0.180
8 H -1.062 -1.277 -1.053  0.209
9 H -2.090 -0.379 0.171  0.200
10 H -1.941 0.104 -1.555  0.196
11 H 0.820 2.293 -1.116  0.211
12 H -0.219 1.618 -2.323  0.214
13 H 1.288 0.777 -1.842  0.214
14 S -0.055 -2.526 2.411  -0.297
15 H 0.225 -1.706 1.511  0.142
16 H 1.011 -3.292 2.541  0.143

Computed properties:
Energy above the lowest of the compared OMol25 structures with the same formula, charge and spin ... 40.25 kcal/mol
LUMO ... -0.48 eV
SMILES ... [H]/P=N\C(C)C.S


Molecular formula: C3H10NPS2
Method: DFT, wB97M-V/def2-TZVPD

Each line ends with the natural charge from an NBO analysis.
CARTESIAN COORDINATES (ANGSTROEM)
1 C -0.413 1.130 0.860  -0.417
2 N -0.318 0.114 -0.148  -0.792
3 C -1.593 -0.028 -0.769  -0.319
4 S -3.108 -0.172 0.230  -0.068
5 P 0.962 -0.772 -0.750  0.899
6 C 2.368 0.434 -0.437  -0.908
7 S 1.348 -2.100 0.842  -0.392
8 H 0.612 1.403 1.187  0.204
9 H -0.816 2.013 0.311  0.180
10 H -1.104 0.850 1.661  0.219
11 H -1.744 0.784 -1.413  0.190
12 H -1.665 -0.931 -1.301  0.222
13 H -2.934 -1.555 0.590  0.137
14 H 3.225 0.279 -1.023  0.239
15 H 1.926 1.279 -0.755  0.221
16 H 2.598 0.590 0.545  0.219
17 H 0.655 -3.320 0.372  0.166

Computed properties:
Energy above the lowest of the compared OMol25 structures with the same formula, charge and spin ... 39.54 kcal/mol
LUMO ... 0.62 eV
SMILES ... CN(CS)P(C)S


Molecular formula: C3H10NS
Method: DFT, wB97M-V/def2-TZVPD

Each line ends with the natural charge from an NBO analysis.
CARTESIAN COORDINATES (ANGSTROEM)
1 C 2.658 -0.749 0.579  -0.741
2 S 3.055 0.780 -0.349  -0.744
3 H 2.629 -1.596 -0.111  0.174
4 H 1.642 -0.794 1.009  0.152
5 H 3.316 -0.849 1.441  0.175
6 C -1.685 0.593 -1.414  -0.407
7 N -0.974 0.941 -0.180  -0.650
8 C -1.212 0.026 0.899  -0.415
9 H -1.705 -0.502 -1.554  0.153
10 H -1.200 0.974 -2.310  0.203
11 H -2.720 0.931 -1.292  0.167
12 H 0.000 1.080 -0.385  0.403
13 H -1.470 -1.014 0.614  0.152
14 H -0.322 -0.185 1.491  0.215
15 H -2.013 0.364 1.562  0.163

Computed properties:
Energy above the lowest of the compared OMol25 structures with the same formula, charge and spin ... 29.60 kcal/mol
LUMO ... 3.84 eV
Total charge ... -1


Molecular formula: C3H10NS
Method: DFT, wB97M-V/def2-TZVPD

Each line ends with the natural charge from an NBO analysis.
CARTESIAN COORDINATES (ANGSTROEM)
1 C -0.538 2.645 -1.638  0.155
2 N -0.895 1.528 -1.138  -0.571
3 H -1.142 3.514 -1.415  0.239
4 H 0.357 2.627 -2.239  0.239
5 H -0.476 0.636 -1.440  0.456
6 H -1.562 1.441 -0.376  0.441
7 C 0.001 -1.182 1.744  -0.615
8 C 0.393 -1.864 0.451  -0.510
9 S 1.271 -0.807 -0.732  -0.100
10 H -0.627 -1.751 2.427  0.239
11 H 0.881 -0.951 2.322  0.222
12 H -0.559 -0.266 1.543  0.179
13 H -0.512 -2.198 -0.064  0.224
14 H 1.001 -2.745 0.606  0.240
15 H 2.408 -0.626 -0.050  0.162

Computed properties:
Energy above the lowest of the compared OMol25 structures with the same formula, charge and spin ... 30.30 kcal/mol
LUMO ... -5.54 eV
Total charge ... +1


Molecular formula: C3H10NS
Method: DFT, wB97M-V/def2-TZVPD

Each line ends with the natural charge from an NBO analysis.
CARTESIAN COORDINATES (ANGSTROEM)
1 C 1.485 0.289 -0.086  -0.251
2 N 1.628 0.024 -1.495  -0.749
3 H 1.533 1.370 0.018  0.230
4 H 2.284 -0.204 0.460  0.240
5 H 1.098 -0.821 -1.726  0.364
6 H 0.995 0.668 -1.977  0.357
7 C -1.174 1.435 0.220  -0.584
8 S -0.175 -0.209 0.841  0.522
9 C -1.458 -1.349 -0.187  -0.598
10 H -1.674 1.675 1.151  0.252
11 H -0.413 2.192 0.060  0.238
12 H -1.797 1.095 -0.591  0.233
13 H -2.255 -1.446 0.543  0.263
14 H -1.017 -2.335 -0.293  0.252
15 H -1.587 -0.809 -1.112  0.231

Computed properties:
Energy above the lowest of the compared OMol25 structures with the same formula, charge and spin ... 48.36 kcal/mol
LUMO ... -4.38 eV
Total charge ... +1


Molecular formula: C3H10NS
Method: DFT, wB97M-V/def2-TZVPD

Each line ends with the natural charge from an NBO analysis.
CARTESIAN COORDINATES (ANGSTROEM)
1 C -2.288 0.624 -2.023  0.130
2 N -1.570 -0.450 -1.912  -0.600
3 H -3.288 0.618 -2.654  0.259
4 H -1.723 1.553 -1.868  0.243
5 H -0.682 -0.290 -1.401  0.437
6 H -1.749 -1.428 -2.181  0.455
7 C 0.787 0.287 2.244  -0.630
8 C 1.508 -0.615 1.193  -0.460
9 S 1.326 -0.152 -0.634  -0.133
10 H 1.102 0.064 3.305  0.245
11 H 0.950 1.365 1.999  0.222
12 H -0.292 0.116 2.199  0.206
13 H 1.033 -1.578 1.222  0.220
14 H 2.597 -0.755 1.413  0.245
15 H 2.290 0.641 -0.902  0.161

Computed properties:
Energy above the lowest of the compared OMol25 structures with the same formula, charge and spin ... 40.55 kcal/mol
LUMO ... -5.57 eV
Total charge ... +1


Molecular formula: C3H10NSe
Method: DFT, wB97M-V/def2-TZVPD

Each line ends with the natural charge from an NBO analysis.
CARTESIAN COORDINATES (ANGSTROEM)
1 C 1.902 1.102 0.431  -0.419
2 N 0.756 0.662 -0.427  -0.484
3 C 0.163 -0.669 -0.032  -0.274
4 C -1.266 -0.923 -0.424  -0.565
5 Se -2.944 0.189 0.230  0.002
6 H 1.385 1.085 1.395  0.234
7 H 2.708 0.344 0.408  0.247
8 H 2.318 2.101 0.110  0.261
9 H -0.101 1.138 -0.366  0.438
10 H 0.996 0.614 -1.402  0.432
11 H 0.768 -1.533 -0.250  0.254
12 H 0.273 -0.656 1.081  0.230
13 H -1.696 -1.882 -0.044  0.286
14 H -1.445 -0.755 -1.494  0.237
15 H -3.818 -0.816 0.785  0.121

Computed properties:
Energy above the lowest of the compared OMol25 structures with the same formula, charge and spin ... 11.77 kcal/mol
LUMO ... -3.47 eV
SMILES ... C[NH2+]CC[SeH]
Total charge ... +1


Molecular formula: C3H10Na2O5P
Method: DFT, wB97M-V/def2-TZVPD

Each line ends with the natural charge from an NBO analysis.
CARTESIAN COORDINATES (ANGSTROEM)
1 Na -3.798 -0.497 -0.197  0.991
2 Na -3.566 1.756 -4.124  0.991
3 O -3.943 0.664 -2.168  -1.405
4 H -4.780 0.221 -2.407  0.424
5 C -0.676 0.194 -1.872  -0.256
6 O 0.090 -0.669 -1.063  -0.806
7 P 0.661 -0.438 0.498  2.544
8 O -0.392 -0.125 1.469  -1.116
9 O 1.451 -1.861 0.775  -0.792
10 C 1.740 -2.140 2.165  -0.247
11 O 1.793 0.689 0.197  -0.802
12 C 2.118 1.686 1.201  -0.272
13 H 0.046 0.725 -2.493  0.186
14 H -1.402 0.910 -1.484  0.184
15 H -1.282 -0.413 -2.545  0.188
16 H 0.803 -2.552 2.539  0.193
17 H 1.900 -1.177 2.651  0.181
18 H 2.529 -2.883 2.276  0.215
19 H 3.061 1.517 1.720  0.195
20 H 1.499 1.709 2.098  0.203
21 H 2.148 2.685 0.765  0.202

Computed properties:
Energy above the lowest of the compared OMol25 structures with the same formula, charge and spin ... 5.99 kcal/mol
LUMO ... -3.88 eV
Total charge ... +1


Molecular formula: C3H10NaO5P
Method: DFT, wB97M-V/def2-TZVPD

Each line ends with the natural charge from an NBO analysis.
CARTESIAN COORDINATES (ANGSTROEM)
1 Na 2.582 -2.470 1.350  0.953
2 O 1.430 -3.202 3.252  -1.331
3 H 0.757 -2.922 2.621  0.375
4 C -0.761 2.527 0.241  -0.277
5 O 0.237 1.597 0.604  -0.790
6 P 0.401 0.197 -0.169  2.600
7 O 1.352 -0.696 0.498  -1.156
8 O -1.117 -0.319 -0.378  -0.805
9 C -2.011 -0.387 0.705  -0.269
10 O 0.789 0.535 -1.663  -0.818
11 C 1.476 -0.428 -2.479  -0.247
12 H -0.191 3.411 -0.060  0.198
13 H -1.474 2.887 0.994  0.197
14 H -1.497 2.274 -0.530  0.197
15 H -1.566 -0.404 1.708  0.204
16 H -2.699 -1.223 0.614  0.207
17 H -2.591 0.542 0.805  0.174
18 H 1.535 -0.035 -3.492  0.203
19 H 0.878 -1.336 -2.565  0.192
20 H 2.471 -0.547 -2.056  0.194

Computed properties:
Energy above the lowest of the compared OMol25 structures with the same formula, charge and spin ... 0.00 kcal/mol
LUMO ... -0.32 eV


Molecular formula: C3H10O
Method: DFT, wB97M-V/def2-TZVPD

Each line ends with the natural charge from an NBO analysis.
CARTESIAN COORDINATES (ANGSTROEM)
1 C 0.363 -0.992 -0.428  -0.610
2 C 1.071 0.263 0.075  -0.401
3 C 2.545 0.269 -0.287  -0.602
4 H 0.821 -1.354 -1.359  0.201
5 H -0.696 -0.805 -0.645  0.210
6 H 0.371 -1.827 0.277  0.206
7 H 0.992 0.357 1.160  0.197
8 H 0.545 1.128 -0.322  0.194
9 H 3.098 1.075 0.185  0.206
10 H 2.997 -0.657 0.061  0.200
11 H 2.734 0.352 -1.364  0.200
12 O -4.803 0.390 1.035  -0.933
13 H -5.653 0.543 0.602  0.467
14 H -4.384 1.257 1.009  0.467

Computed properties:
Energy above the lowest of the compared OMol25 structures with the same formula, charge and spin ... 1.47 kcal/mol
LUMO ... 0.89 eV
SMILES ... CCC.O


Number 1: orbital gap 8.57 eV, E_tot -914.48951 hartree. Number 2: orbital gap 9.23 eV, E_tot -1312.74952 hartree. Number 3: orbital gap 6.09 eV, E_tot -573.23495 hartree. Number 4: orbital gap 7.53 eV, E_tot -572.95089 hartree. Number 5: orbital gap 10.38 eV, E_tot -572.92210 hartree. Number 6: orbital gap 7.68 eV, E_tot -572.93455 hartree. Number 7: orbital gap 9.20 eV, E_tot -2576.17564 hartree. Number 8: orbital gap 8.97 eV, E_tot -1162.36652 hartree. Number 9: orbital gap 6.44 eV, E_tot -1000.22034 hartree. Number 10: orbital gap 12.25 eV, E_tot -195.52658 hartree.